1.
Entry from OMol25: a 12-piece molecular cluster, C45H83NO25 overall at a distorted geometry (the ωB97M-V functional and the def2-TZVPD basis).

Summary:
M in g/mol: 1038.1
SMILES: CCOC(C)=O.CCOC(C)=O.CCOC(C)=O.CCOC(C)=O.CCOC(C)=O.CCOC(C)=O.CCOC(C)=O.CCOC(C)=O.O=C1OCCO1.O=C1OCCO1.O=C1OCCO1.CCCC#N
Multiplicity: 1
Charge: 0
E_LUMO in eV: 0.13
Orbital gap in eV: 9.698
Energy above the lowest of the compared OMol25 structures with the same formula, charge and spin in kJ/mol: 581.7

CARTESIAN COORDINATES (ANGSTROEM)
O -8.30 1.16 2.75
C -7.85 0.95 1.62
O -8.42 0.17 0.76
C -9.60 -0.62 1.13
C -9.16 -1.74 1.92
C -6.61 1.62 1.09
H -10.00 -0.87 0.14
H -10.28 -0.10 1.79
H -8.95 -1.33 2.91
H -8.38 -2.34 1.45
H -9.96 -2.48 1.96
H -5.86 1.37 1.83
H -6.57 2.71 0.99
H -6.24 1.22 0.15
O 1.83 -6.09 -4.37
C 1.62 -7.30 -4.33
O 1.68 -8.23 -5.26
C 2.05 -7.92 -6.57
C 2.89 -9.07 -7.07
C 1.03 -7.93 -3.07
H 2.59 -6.98 -6.65
H 1.11 -7.73 -7.08
H 3.05 -8.98 -8.15
H 2.50 -10.08 -6.93
H 3.87 -8.93 -6.61
H 1.68 -8.75 -2.76
H 0.00 -8.27 -2.99
H 1.10 -7.27 -2.21
O 4.36 -7.83 3.65
C 3.21 -8.10 3.32
O 2.24 -7.37 2.80
C 2.40 -5.98 2.55
C 0.97 -5.42 2.80
C 2.74 -9.53 3.66
H 2.81 -5.83 1.55
H 3.07 -5.75 3.38
H 0.59 -5.66 3.80
H 0.32 -5.85 2.03
H 0.87 -4.35 2.63
H 2.73 -10.22 2.81
H 1.72 -9.53 4.03
H 3.32 -9.90 4.50
O 2.83 8.46 -0.35
C 2.29 7.42 -0.73
O 1.00 7.14 -0.84
C 0.02 8.08 -0.47
C -1.15 8.02 -1.41
C 3.12 6.30 -1.31
H 0.42 9.10 -0.52
H -0.16 8.03 0.61
H -1.99 8.70 -1.22
H -1.58 7.05 -1.14
H -0.91 7.92 -2.47
H 4.17 6.62 -1.27
H 2.85 6.16 -2.36
H 3.02 5.35 -0.78
O -0.06 -0.26 -1.71
C 0.72 -0.33 -0.77
O 0.44 0.11 0.42
C -0.74 0.82 0.76
C -0.36 2.25 0.45
C 2.06 -0.94 -0.87
H -1.09 0.83 1.79
H -1.56 0.45 0.14
H -1.27 2.86 0.38
H 0.23 2.39 -0.45
H 0.23 2.61 1.29
H 2.72 -0.85 -0.01
H 2.57 -0.51 -1.73
H 2.17 -2.01 -1.08
O 9.55 -2.87 1.33
C 8.33 -2.93 1.23
O 7.52 -1.91 1.18
C 7.95 -0.52 1.33
C 6.88 0.44 0.87
C 7.65 -4.25 1.16
H 8.77 -0.30 0.65
H 8.29 -0.35 2.36
H 7.17 1.44 1.20
H 5.95 0.26 1.41
H 6.70 0.50 -0.20
H 6.84 -4.01 0.48
H 7.11 -4.57 2.04
H 7.96 -5.15 0.62
O -4.91 -0.60 -4.03
C -4.50 -1.74 -4.21
O -4.32 -2.37 -5.38
C -4.96 -1.75 -6.49
C -4.54 -2.43 -7.83
C -4.03 -2.58 -3.01
H -4.65 -0.74 -6.75
H -6.02 -1.65 -6.27
H -3.73 -1.75 -8.11
H -5.45 -2.33 -8.42
H -4.39 -3.49 -7.63
H -4.07 -3.62 -3.31
H -4.89 -2.44 -2.35
H -3.12 -2.22 -2.53
O -2.62 6.44 3.83
C -3.69 5.86 4.23
O -4.82 6.44 4.40
C -5.08 7.86 4.59
C -5.03 8.72 3.38
C -3.70 4.44 4.71
H -4.34 8.33 5.23
H -6.10 8.02 4.96
H -4.06 8.80 2.90
H -5.50 9.69 3.58
H -5.70 8.34 2.61
H -2.91 3.85 4.23
H -4.73 4.13 4.55
H -3.61 4.50 5.79
C -5.34 -0.06 7.93
C -4.86 -1.51 7.56
C -3.61 -1.52 6.63
C -3.87 -1.37 5.18
N -4.09 -1.20 4.01
H -4.60 0.44 8.56
H -6.27 0.05 8.49
H -5.47 0.51 7.01
H -5.66 -2.16 7.20
H -4.55 -2.00 8.48
H -3.04 -2.44 6.72
H -2.88 -0.73 6.79
C 3.16 5.21 4.88
C 4.01 6.36 4.38
O 5.27 5.66 4.09
C 5.28 4.45 4.74
O 6.21 3.65 4.80
O 4.09 4.22 5.20
H 2.51 4.91 4.06
H 2.65 5.52 5.79
H 3.98 7.19 5.08
H 3.47 6.85 3.56
C 9.60 -2.14 -6.20
C 9.91 -1.24 -5.03
O 8.90 -1.60 -4.06
C 7.79 -1.88 -4.87
O 6.67 -1.84 -4.48
O 8.19 -2.32 -6.09
H 10.28 -2.98 -6.07
H 9.78 -1.58 -7.12
H 10.00 -0.17 -5.21
H 10.92 -1.50 -4.69
C -2.46 3.57 -4.09
C -2.67 2.98 -5.49
O -1.84 3.78 -6.26
C -1.28 4.79 -5.53
O -0.54 5.68 -5.99
O -1.52 4.57 -4.27
H -2.00 2.85 -3.42
H -3.42 3.93 -3.74
H -3.74 3.01 -5.69
H -2.29 1.95 -5.50

2.
Entry from OMol25: a 9-piece molecular cluster, H16NO11 overall at a distorted geometry (the ωB97M-V functional and the def2-TZVPD basis).

Summary:
M in g/mol: 206.1
Multiplicity: 1
Charge: -1
E_LUMO in eV: 3.13
Orbital gap in eV: 9.847
Energy above the lowest of the compared OMol25 structures with the same formula, charge and spin in kJ/mol: 285.8

CARTESIAN COORDINATES (ANGSTROEM)
N -6.88 9.12 -14.19
O -7.10 8.25 -13.35
O -7.65 10.03 -14.26
O -5.85 9.06 -14.81
O -4.97 8.45 -11.23
H -4.30 8.72 -11.87
H -5.35 7.78 -11.59
O -4.89 11.71 -14.69
H -5.07 10.76 -14.47
H -4.15 11.56 -15.13
O -10.15 8.45 -13.73
H -10.69 8.72 -14.34
H -9.43 9.05 -13.58
O -7.03 7.51 -16.85
H -6.90 8.05 -17.63
H -6.69 8.10 -16.14
O -8.25 12.26 -15.91
H -7.37 12.59 -16.03
H -8.21 11.62 -15.22
O -8.44 12.28 -12.42
H -7.70 11.62 -12.15
H -8.66 12.78 -11.68
O -4.21 7.03 -13.62
H -4.11 6.11 -13.86
H -5.00 7.43 -14.20
O -7.93 5.63 -12.26
H -7.70 6.59 -12.47
H -7.76 5.31 -13.02

3.
Entry from OMol25: a 2-piece molecular cluster, C14H16O overall at a distorted geometry (the ωB97M-V functional and the def2-TZVPD basis).

Summary:
M in g/mol: 200.3
SMILES: Cc1ccc(O)cc1.Cc1ccccc1
Multiplicity: 1
Charge: 0
E_LUMO in eV: 0.81
Orbital gap in eV: 9.008
Energy above the lowest of the compared OMol25 structures with the same formula, charge and spin in kJ/mol: 95.0

CARTESIAN COORDINATES (ANGSTROEM)
C -0.01 2.28 1.99
C -1.68 0.59 1.21
C -0.58 0.88 2.00
C -2.13 -0.72 1.02
C -1.63 -1.70 1.86
C -0.08 -0.14 2.79
C -0.59 -1.42 2.77
O -1.74 -3.04 1.58
H -2.18 1.44 0.75
H -3.04 -0.94 0.47
H -0.78 2.98 2.32
H 0.19 2.63 0.98
H 0.74 0.01 3.49
H -2.24 -3.19 0.78
H -0.44 -2.17 3.50
H 0.86 2.29 2.63
C 1.15 2.76 -2.84
C 2.37 -0.56 -1.44
C 2.23 0.80 -1.64
C 1.30 -1.40 -1.74
C 1.16 1.34 -2.37
C 0.19 -0.93 -2.40
C 0.15 0.45 -2.68
H 3.17 -0.85 -0.77
H 3.04 1.45 -1.34
H 1.46 -2.44 -1.47
H -0.70 -1.46 -2.67
H 0.54 2.80 -3.76
H 2.10 3.22 -3.08
H -0.70 0.80 -3.24
H 0.58 3.42 -2.18

4.
Entry from OMol25: C41H38AlN4O4S as an isolated structure at a distorted geometry (the ωB97M-V functional and the def2-TZVPD basis).

Summary:
M in g/mol: 709.8
Multiplicity: 1
Charge: +1
E_LUMO in eV: -3.83
Orbital gap in eV: 7.206
Energy above the lowest of the compared OMol25 structures with the same formula, charge and spin in kJ/mol: 26.5

CARTESIAN COORDINATES (ANGSTROEM)
Al 1.10 -1.07 -0.77
C -1.95 2.53 3.05
C -2.29 1.72 1.79
C -3.82 1.65 1.62
O -1.69 2.26 0.63
C -0.50 1.57 0.35
C -0.68 0.21 1.07
O -1.79 0.39 1.89
C 0.54 -0.41 1.82
O 1.28 -1.16 0.88
C 0.13 -1.44 2.86
C -1.08 -2.13 2.81
C -1.34 -3.16 3.70
C -0.41 -3.51 4.65
C 0.79 -2.83 4.72
C 1.06 -1.81 3.82
C 1.38 0.68 2.46
C 1.03 1.16 3.72
C 1.81 2.09 4.36
C 2.97 2.57 3.76
C 3.32 2.12 2.50
C 2.52 1.18 1.85
C -0.20 1.45 -1.19
O 0.78 0.46 -1.32
C -1.33 1.02 -2.11
C -0.95 0.53 -3.36
C -1.89 0.04 -4.25
C -3.23 0.04 -3.92
C -3.63 0.56 -2.70
C -2.68 1.05 -1.81
C 0.36 2.80 -1.61
C 1.71 3.09 -1.46
C 2.20 4.33 -1.82
C 1.34 5.31 -2.30
C -0.01 5.03 -2.41
C -0.50 3.79 -2.07
H -2.51 3.46 3.04
H -0.89 2.76 3.09
H -2.23 1.95 3.92
H -4.20 2.62 1.32
H -4.28 1.36 2.56
H -4.08 0.91 0.86
H 0.36 2.10 0.78
H -0.91 -0.54 0.28
H -1.84 -1.85 2.10
H -2.28 -3.69 3.63
H -0.61 -4.31 5.34
H 1.53 -3.08 5.47
H 2.01 -1.30 3.87
H 0.15 0.76 4.20
H 1.54 2.44 5.35
H 3.60 3.27 4.28
H 4.21 2.48 2.02
H 2.80 0.82 0.87
H 0.09 0.55 -3.65
H -1.56 -0.33 -5.22
H -3.97 -0.33 -4.61
H -4.67 0.59 -2.43
H -3.02 1.49 -0.88
H 2.38 2.34 -1.06
H 3.25 4.55 -1.70
H 1.72 6.28 -2.57
H -0.69 5.80 -2.75
H -1.56 3.58 -2.14
N 7.99 -2.93 -1.71
C 6.89 -2.65 -1.70
C 5.51 -2.31 -1.66
C 5.07 -1.00 -1.92
C 3.73 -0.73 -1.80
N 2.84 -1.65 -1.44
C 3.24 -2.90 -1.20
C 4.56 -3.28 -1.31
H 5.78 -0.23 -2.20
H 3.32 0.26 -1.99
H 2.47 -3.60 -0.90
H 4.87 -4.29 -1.12
C -2.16 -4.19 -3.63
N -2.61 -3.39 -2.52
C -3.91 -3.19 -2.15
C -3.91 -2.44 -1.03
N -2.60 -2.18 -0.73
C -1.81 -2.75 -1.65
S -0.10 -2.83 -1.74
H -2.95 -4.22 -4.38
H -1.93 -5.20 -3.30
H -1.26 -3.74 -4.05
H -4.72 -3.62 -2.71
H -4.72 -2.07 -0.44
H -2.28 -1.65 0.07

5.
Entry from OMol25: one molecule with the formula C3H10O2Si at a distorted geometry (the ωB97M-V functional and the def2-TZVPD basis).

Summary:
M in g/mol: 106.2
SMILES: C[Si](C)(C)OO
Multiplicity: 1
Charge: 0
E_LUMO in eV: 0.74
Orbital gap in eV: 10.615
Energy above the lowest of the compared OMol25 structures with the same formula, charge and spin in kJ/mol: 261.1

CARTESIAN COORDINATES (ANGSTROEM)
C -1.78 0.30 0.76
C 1.15 -1.46 1.17
C 0.75 1.57 -0.45
O 0.25 -0.96 -2.52
O -0.72 -0.85 -1.48
Si -0.11 -0.16 -0.07
H -2.16 1.24 0.34
H -2.47 -0.58 0.83
H -1.63 0.39 1.81
H 1.76 -2.09 0.57
H 1.83 -0.79 1.74
H 0.55 -2.22 1.65
H 0.04 2.23 -0.13
H 1.58 1.58 0.16
H 0.82 1.86 -1.48
H 0.13 -0.05 -2.90

6.
Entry from OMol25: a 2-piece molecular cluster, C4H12N6O2 overall at a distorted geometry (the ωB97M-V functional and the def2-TZVPD basis).

Summary:
M in g/mol: 176.2
Multiplicity: 1
Charge: +2
E_LUMO in eV: -8.56
Orbital gap in eV: 8.974
Energy above the lowest of the compared OMol25 structures with the same formula, charge and spin in kJ/mol: 266.4

CARTESIAN COORDINATES (ANGSTROEM)
C 1.22 2.60 0.33
C -1.06 -2.35 -2.29
C -0.09 -2.54 1.69
C -0.76 -1.06 -1.55
N 1.90 3.57 0.43
N -0.29 -1.20 -0.23
N 0.47 1.65 0.71
N -0.76 1.80 1.70
N 2.37 4.65 0.10
N -0.31 -2.32 0.28
O -1.04 2.91 2.05
O -1.20 0.70 1.87
H -0.13 -2.96 -2.31
H -1.67 -2.90 -1.71
H -1.43 -2.12 -3.30
H 0.89 -3.02 1.71
H 0.04 -1.63 2.14
H -1.00 -3.02 2.01
H -0.11 -0.39 -2.26
H -1.77 -0.43 -1.29
H 0.28 0.71 0.21
H 1.77 5.40 -0.46
H 3.18 4.98 0.60
H -0.49 -3.03 -0.43

7.
Entry from OMol25: one molecule with the formula C4H6O (the ωB97M-V functional and the def2-TZVPD basis).

Summary:
M in g/mol: 70.1
Multiplicity: 1
Charge: 0
E_LUMO in eV: -0.41
Orbital gap in eV: 9.998
Energy above the lowest of the compared OMol25 structures with the same formula, charge and spin in kJ/mol: 361.0

CARTESIAN COORDINATES (ANGSTROEM)
C -1.51 0.27 0.18
O -0.34 0.24 0.98
C 0.68 -0.52 0.41
C 1.06 0.16 -1.88
C 1.48 0.25 -0.65
H -1.32 0.75 -0.79
H -2.25 0.85 0.73
H -1.90 -0.74 0.01
H 1.37 -0.79 1.22
H 0.29 -1.45 -0.02
H 2.34 0.86 -0.35

8.
Entry from OMol25: C2H3N3O as an isolated structure at a distorted geometry (the ωB97M-V functional and the def2-TZVPD basis).

Summary:
M in g/mol: 85.1
Multiplicity: 1
Charge: 0
E_LUMO in eV: -1.32
Orbital gap in eV: 9.568
Energy above the lowest of the compared OMol25 structures with the same formula, charge and spin in kJ/mol: 338.8

CARTESIAN COORDINATES (ANGSTROEM)
C -0.85 2.14 -0.38
C 0.49 -0.58 0.46
N -0.46 3.10 -0.86
N -1.40 1.10 0.19
N -0.41 -0.35 -0.49
O 0.42 -0.17 1.57
H 1.42 -1.03 0.06
H -1.18 0.89 1.21
H 0.10 0.00 -1.30

9.
Entry from OMol25: C5H13N3 as an isolated structure at a distorted geometry (the ωB97M-V functional and the def2-TZVPD basis).

Summary:
M in g/mol: 115.2
Multiplicity: 1
Charge: 0
E_LUMO in eV: 1.05
Orbital gap in eV: 9.041
Energy above the lowest of the compared OMol25 structures with the same formula, charge and spin in kJ/mol: 236.2

CARTESIAN COORDINATES (ANGSTROEM)
C -0.84 -1.09 0.15
N -1.12 -1.49 1.47
N -0.27 -2.07 -0.67
C -1.48 2.36 -0.78
N -0.92 1.35 -1.29
H -1.75 -0.71 -0.31
H -2.10 -1.67 1.62
H -0.27 -1.70 1.97
H 0.68 -2.30 -0.40
H -0.30 -1.83 -1.65
H -0.97 3.08 -0.13
H -2.54 2.50 -0.93
C 1.93 -0.18 0.68
C 0.52 0.29 0.38
C 0.46 1.05 -0.93
H 0.14 0.92 1.20
H 2.31 -0.83 -0.11
H 2.65 0.66 0.73
H 1.98 -0.73 1.62
H 1.05 1.98 -0.89
H 0.85 0.42 -1.73

10.
Entry from OMol25: C23H23CoN3O9 as an isolated structure (the ωB97M-V functional and the def2-TZVPD basis).

Summary:
M in g/mol: 544.4
Multiplicity: 2
Charge: -2
E_LUMO (alpha / beta) in eV: 4.57 / 4.57
⟨S²⟩: 0.876
Orbital gap (alpha / beta) in eV: 6.390 / 6.335
Energy above the lowest of the compared OMol25 structures with the same formula, charge and spin in kJ/mol: 0.5

CARTESIAN COORDINATES (ANGSTROEM)
Co -0.03 0.22 1.16
C 1.10 -3.28 3.18
C 1.23 -1.96 2.45
O 0.15 -1.32 2.30
C 2.50 -1.57 2.03
C 2.80 -0.37 1.34
C 4.22 -0.10 0.93
N 1.87 0.49 1.04
N 2.25 1.61 0.30
C 1.19 2.20 -0.16
O -0.02 1.82 0.05
C 1.38 3.43 -0.98
C 0.26 4.14 -1.42
C 0.42 5.29 -2.19
C 1.69 5.75 -2.51
C 2.80 5.04 -2.07
C 2.65 3.90 -1.31
H 0.04 -3.52 3.30
H 1.56 -3.22 4.17
H 1.59 -4.08 2.63
H 3.32 -2.25 2.23
H 4.88 -0.88 1.31
H 4.56 0.87 1.29
H 4.29 -0.07 -0.16
H -0.72 3.76 -1.17
H -0.46 5.82 -2.53
H 1.80 6.64 -3.11
H 3.80 5.39 -2.33
H 3.51 3.34 -0.96
C -3.93 3.15 1.08
C -3.59 1.67 0.88
C -4.86 0.86 0.68
O -2.84 1.53 -0.30
C -2.87 1.21 2.19
O -3.57 1.24 3.21
O -1.64 0.90 2.15
H -4.43 3.53 0.18
H -3.01 3.72 1.23
H -4.57 3.29 1.95
H -5.43 1.26 -0.16
H -5.47 0.88 1.58
H -4.59 -0.18 0.46
H -1.91 1.74 -0.12
O -2.38 -1.72 0.40
C -2.02 -2.81 0.02
C -0.82 -3.15 -0.74
C -0.76 -4.45 -1.21
C 0.26 -4.89 -2.05
C 1.27 -3.97 -2.45
C 1.24 -2.70 -2.01
C 0.23 -2.19 -1.09
O 0.32 -1.03 -0.66
N 0.28 -6.22 -2.51
O 1.21 -6.59 -3.24
O -0.58 -7.01 -2.12
H -2.68 -3.70 0.19
H -1.54 -5.15 -0.94
H 2.05 -4.32 -3.12
H 2.01 -1.99 -2.29

11.
Entry from OMol25: a 3-piece molecular cluster, C4H14N2O overall at a distorted geometry (the ωB97M-V functional and the def2-TZVPD basis).

Summary:
M in g/mol: 106.2
Multiplicity: 1
Charge: 0
E_LUMO in eV: 1.04
Orbital gap in eV: 8.975
Energy above the lowest of the compared OMol25 structures with the same formula, charge and spin in kJ/mol: 329.7

CARTESIAN COORDINATES (ANGSTROEM)
C -1.43 -0.39 0.62
C -1.35 -1.23 -0.65
C -2.34 0.83 0.42
N -0.08 0.00 1.02
H -1.85 -1.01 1.43
H -0.08 0.51 1.90
H 0.44 0.60 0.23
H -0.90 -0.65 -1.45
H -3.35 0.52 0.16
H -2.40 1.43 1.34
H -0.75 -2.12 -0.48
H -2.35 -1.54 -0.96
H -1.95 1.46 -0.38
C 1.83 0.73 -0.85
N 2.93 1.39 -0.54
O 2.02 -1.19 0.27
H 1.83 -1.86 -0.39
H 2.97 1.89 0.34
H 3.83 1.25 -0.98
H 1.96 0.20 -1.81
H 1.03 -0.84 0.77